The following is a quantum chemistry calculation of a cluster of 10 separate species, C43H113N9O10 in total at a distorted geometry, from OMol25.

```
175
Properties=species:S:1:pos:R:3:forces:R:3
O -1.3050 -2.5149 5.6167 0.511 0.096 -0.935
O 8.3152 3.3151 1.4672 -2.329 -0.317 1.672
O -3.8270 -0.6412 -1.9132 1.235 -1.216 0.250
O 0.2525 -5.6813 2.5757 2.874 -0.850 1.506
O 2.6177 3.9474 -2.0326 0.474 0.022 0.352
O -3.7624 -5.0800 0.3008 1.043 1.065 -0.088
O 0.3146 -1.1728 0.7938 -0.028 -0.367 -1.084
O -0.2068 -3.1834 -4.1676 -0.424 0.378 -0.381
O -4.5727 0.9040 0.5024 0.904 1.072 0.976
O -3.6891 6.0859 -4.3924 1.329 0.316 -0.430
N -0.6581 -0.9972 3.2744 -0.372 1.403 0.375
N -1.4570 0.3084 -3.9432 -1.148 -0.629 0.224
N -1.5776 3.3671 0.5234 -0.526 0.023 0.162
N -5.5751 -8.1775 -0.5446 -0.543 1.248 -1.271
N 7.1280 2.6959 1.9419 0.161 1.950 -2.405
N -0.3510 1.6489 -1.5238 -0.650 -1.147 -0.356
N -3.3878 -5.7789 3.4103 0.141 0.625 0.567
N -2.7905 4.4325 -2.1378 -1.190 -0.391 0.756
N 3.3891 3.6422 -5.7427 -0.574 1.202 0.188
C -4.8307 -0.3585 -2.8404 -1.558 0.117 -0.353
C -4.8359 -1.3246 -4.0599 1.462 0.169 0.564
C 0.4787 -0.5345 -5.2026 -0.975 -1.082 0.141
C 4.3623 2.0374 2.2382 0.007 0.151 -0.250
C 0.3777 0.5516 -0.8404 0.924 2.039 -0.090
C 3.0420 4.3736 -3.3023 -0.285 -0.712 -1.947
C 5.2333 1.1416 1.3712 -0.524 -0.158 0.358
C 0.1518 -4.1867 -3.2295 -0.085 1.201 -1.063
C -1.9937 -6.1711 3.5218 0.091 0.506 -0.297
C -4.0120 -0.2151 1.1683 0.371 -0.270 0.068
C -2.3105 5.8074 -4.1139 -0.033 -0.268 1.551
C 1.5072 1.2764 -0.0954 0.678 -0.121 0.769
C -0.5045 -0.2865 0.0492 -0.608 0.406 0.546
C -2.6478 2.6874 1.2479 -1.007 -1.375 0.662
C 0.0284 -1.9864 5.4511 -0.330 0.459 -0.251
C -3.4279 -4.0013 -0.6039 -0.624 -1.197 0.487
C -2.0556 5.6197 -2.5327 0.866 -0.993 -2.237
C 1.7580 -0.9875 3.7196 -0.183 0.445 0.329
C -3.9614 7.4623 -4.4145 -0.738 0.849 0.160
C -1.9076 -7.6100 3.1266 0.483 -0.519 -0.094
C 6.5129 1.8236 0.8075 -0.478 -3.377 0.538
C -0.8151 -2.0419 -3.5478 0.746 -0.561 -1.649
C 6.1607 2.6451 -0.4184 0.179 1.750 0.492
C -0.5554 5.3127 -2.2993 -0.271 0.686 -0.628
C 7.4818 0.5999 0.5219 0.681 1.813 1.043
C 0.4243 -2.4622 0.2270 0.491 -0.475 0.214
C -1.7230 -2.7899 6.9538 0.275 0.173 -0.488
C -3.4465 3.6058 2.1558 -0.607 0.691 -0.120
C 5.1478 2.6631 3.3883 -1.106 -1.207 -1.158
C -5.8918 -6.6173 1.3275 1.418 0.344 0.537
C 3.0667 4.8556 -1.0291 -0.436 -0.945 0.137
C 7.2021 3.6798 4.3116 0.347 -0.080 -1.690
C -3.5998 1.9669 0.1982 -0.316 0.022 -0.964
C 0.4185 -1.6702 3.9739 -1.239 -2.298 0.021
C -5.3660 -6.7830 -0.1180 0.309 -0.191 1.094
C 0.8926 -5.8360 3.8717 0.544 -0.238 -1.118
C -3.8760 -6.3610 -0.2987 -0.993 0.119 0.786
C 6.3253 3.5021 2.9376 0.975 0.086 3.164
C 5.8224 4.8958 2.5213 0.558 0.326 -1.887
C -0.9075 -0.8939 -4.5784 1.163 0.573 0.484
C 3.6320 1.9269 -4.0990 -0.453 0.606 1.159
C 2.8749 3.2477 -4.4530 0.772 -1.566 2.087
C -1.0435 -5.2707 2.6811 -1.834 -0.008 -1.057
H 5.2701 5.4363 3.2900 0.054 -0.649 0.285
H -4.1933 2.7227 -0.3163 -0.398 0.358 0.604
H -0.1788 -1.6908 -2.7354 -0.157 -0.063 0.520
H -3.0827 1.6015 -0.6890 1.085 -0.319 0.313
H -1.8085 -2.3900 -3.2648 -0.206 0.540 0.655
H -3.8628 -1.3234 -4.5510 0.077 0.773 -0.387
H 4.4207 3.2502 3.9493 0.500 0.227 0.260
H -2.1152 4.8703 -4.6351 0.074 -0.316 0.375
H -0.7585 2.2314 -0.8063 -0.208 0.017 0.438
H -0.7058 -4.4445 -2.6080 0.072 -0.181 0.289
H 0.3772 0.2854 -5.9137 0.011 0.035 0.135
H 1.9581 -6.0469 3.7809 0.136 0.233 -0.856
H -3.5398 -6.3580 -1.3355 -0.373 0.014 -0.209
H 4.0693 4.7366 -3.2714 0.340 -0.215 -0.091
H -2.3059 -7.7569 2.1227 0.167 -0.026 -0.155
H 1.1343 2.0237 0.6050 -0.415 -0.193 0.268
H -2.4953 3.5675 -2.5676 1.133 -0.089 -0.201
H 1.8165 3.0100 -4.5591 -0.319 0.000 0.500
H -1.3788 4.2004 1.0583 0.442 0.137 0.252
H -1.1016 0.2619 0.7778 0.547 0.741 0.282
H 8.4485 0.9511 0.1611 -0.070 -0.043 -0.585
H 1.7483 -0.0086 4.1987 0.058 0.131 0.257
H -6.5619 -8.1243 -0.7534 -0.224 -1.038 -0.247
H 0.0606 -1.0062 5.9266 0.228 -0.015 0.717
H 0.3605 -2.6279 3.4566 1.188 -0.816 0.275
H -1.3305 -0.7808 -0.4621 0.408 -0.548 -0.753
H -2.9954 3.9192 3.0973 0.389 -0.739 0.184
H 5.1974 4.8108 1.6323 -0.401 -0.118 0.126
H -5.4423 -8.8653 0.1830 0.050 0.263 0.323
H -3.7379 -5.8962 2.4702 0.257 -0.065 -0.177
H 3.3709 2.8190 -6.3276 0.150 -0.122 -0.185
H 3.5767 1.4511 2.7148 -0.189 -0.046 -0.362
H 0.6994 -2.7331 5.8757 0.505 0.342 0.144
H 7.5803 2.7098 4.6342 -0.147 -0.004 0.047
H 6.5889 5.5902 2.1773 0.477 -0.246 0.274
H -3.2858 8.0995 -4.9851 0.695 -0.407 -0.035
H 3.3646 1.5647 -3.1063 -0.047 0.225 0.302
H -1.6824 -6.0989 4.5639 -0.168 0.174 0.203
H -2.2129 1.9588 1.9320 0.199 -0.451 -0.229
H 1.0201 -3.0486 0.9265 -0.155 -0.146 0.076
H 0.5726 -6.7600 4.3533 -0.702 0.462 0.515
H -4.1841 -4.0891 -1.3840 0.238 0.713 -0.406
H 1.1836 -0.2885 -4.4085 -0.037 0.290 0.148
H -2.7765 -2.5121 6.9845 0.126 0.162 0.347
H 2.6637 5.8631 -1.1320 -0.139 0.051 -0.167
H -2.4962 -8.2388 3.7946 0.051 0.080 0.088
H -0.3843 -1.1384 2.3125 -0.314 0.443 -0.164
H 2.7314 4.4140 -0.0906 -0.139 0.195 0.130
H -1.6554 -1.2048 -5.3078 0.337 0.026 -0.458
H -5.7949 -0.4263 -2.3367 -0.324 -0.342 0.026
H -1.3605 -5.2735 1.6382 -0.608 -0.265 -0.172
H 2.6499 -1.5273 4.0380 -0.209 -0.251 0.276
H 5.4160 1.7784 3.9659 0.534 0.356 0.488
H -3.2224 -0.6509 0.5562 0.145 -0.215 -0.078
H -2.1294 -0.0976 -3.3083 -1.331 0.164 -0.065
H -4.0784 -0.2524 -1.0723 -0.256 0.207 0.013
H -3.5987 4.5861 1.7044 -0.439 -0.066 -0.599
H -5.9586 -6.0576 -0.6753 -0.031 -0.418 -0.794
H 0.2587 2.2975 -2.0010 0.576 -0.266 -0.181
H -6.9583 -6.6239 1.5522 -0.139 -0.333 -0.821
H -0.8616 -7.9147 3.1614 -0.084 -0.354 -0.213
H -5.5436 -5.6802 1.7618 -0.004 0.068 -0.052
H -1.1054 -2.2591 7.6784 -0.230 0.381 0.066
H -1.6536 -3.8419 7.2306 0.145 -0.273 -0.356
H -3.2074 -7.0478 0.2203 0.005 -0.172 0.197
H -4.0193 7.8569 -3.4001 0.008 0.159 0.149
H 4.1546 4.9095 -0.9885 0.232 0.100 -0.259
H 0.9596 -2.4947 -0.7220 0.010 0.355 -0.180
H 1.8953 -0.7710 2.6602 -0.287 -0.222 -0.138
H -1.5560 6.4890 -4.5067 -0.483 0.761 -0.283
H 5.2854 3.2217 -0.1192 0.016 0.324 -0.316
H -4.7763 -0.9766 1.3233 -0.188 0.216 -0.158
H 7.7239 0.1932 1.5037 -0.251 -0.553 -0.077
H -0.5441 -2.9395 0.0775 -0.179 0.022 0.111
H 2.1928 0.6207 0.4413 -0.074 -0.277 0.189
H 4.7012 2.1383 -4.0872 0.110 -0.095 -0.204
H 5.4252 0.2002 1.8862 0.703 0.205 0.519
H 8.9979 2.6580 1.6215 0.609 -0.514 -0.205
H -5.4238 -7.4157 1.9034 -0.093 -0.050 0.366
H -0.3197 5.0633 -1.2647 -0.149 -0.437 -0.149
H -4.7523 0.7160 -3.0061 0.027 0.068 -1.235
H -2.4030 6.4752 -1.9535 -0.059 0.031 -0.129
H -1.5105 -1.5279 3.3832 -0.196 -0.088 0.416
H -0.2928 4.5472 -3.0294 0.095 -0.622 0.442
H 0.8774 -0.1437 -1.5150 -0.244 0.084 -0.596
H 0.4649 -5.0298 -3.8452 0.210 -0.089 0.465
H 0.9547 -3.6883 -2.6864 0.293 -0.903 0.706
H -1.1036 -4.2078 2.9149 -0.169 0.284 0.886
H -4.4123 3.1399 2.3518 -0.081 0.195 0.224
H 4.6131 0.7307 0.5746 0.177 0.541 -0.624
H 0.8619 -4.8998 4.4290 -0.632 -0.183 0.420
H -3.7125 4.4655 -2.5488 -0.604 0.578 0.277
H 0.8952 -1.4087 -5.7030 -0.033 0.049 -0.162
H 5.8865 2.1657 -1.3582 0.151 -0.891 0.495
H -0.9560 0.7474 -3.1840 1.421 0.185 -0.230
H 3.4136 1.0555 -4.7162 -0.031 0.405 -0.581
H -5.6131 -1.1805 -4.8104 -0.014 0.262 0.326
H -3.4317 -4.7855 3.5870 -0.338 0.290 0.140
H 0.1401 6.1067 -2.5715 -0.324 0.553 0.033
H 3.8936 2.7851 1.5984 -0.206 0.159 0.102
H -2.0592 3.7530 -0.2761 -0.048 0.398 -0.798
H 8.0560 4.3391 4.1562 -0.004 0.000 -0.180
H -3.5531 -0.0158 2.1366 -0.119 0.433 0.142
H 6.9745 3.3271 -0.6651 -0.048 0.122 -0.004
H 2.6072 4.1969 -6.0605 0.319 0.592 -1.025
H 2.1341 1.8794 -0.7523 -0.111 -0.220 -0.571
H -2.4186 -4.0863 -1.0066 0.090 -0.261 -0.160
H -4.9114 7.6673 -4.9079 -0.261 -0.513 0.208
H -4.7997 -2.3738 -3.7669 -0.803 -0.036 0.621
H -3.4712 -3.0513 -0.0712 -0.347 -0.150 0.035
H 2.4232 5.2298 -3.5710 -0.080 0.254 -0.361
H 7.0608 -0.1509 -0.1467 -0.147 0.308 0.145
H 6.6084 4.1293 5.1076 -0.345 -0.197 -0.322
```
Forces are in eV/Å.

Its expectation value of S² is 0.75. The LUMO energy (alpha / beta) is -0.0973 / -0.2580 hartree. The multiplicity is 2. Its total energy is -2950.7041 Ha. As for the charge: +1. For the orbital gap (alpha / beta), the calculation gives 7.32 / 2.95 eV.

Mulliken atomic charge list, values in e, 5 entries: number 1, O, carries -0.222; number 2, O, carries -0.338; number 3, O, carries -0.319; number 4, O, carries -0.479; number 5, O, carries 0.168